Formula: C68H79N5O8
Source: the OMol25 dataset
Level of theory: ωB97M-V/def2-TZVPD

The orbital gap (spin up / spin down) is 8.00 / 2.77 eV. As for the expectation value of S²: 0.7551. As for the largest force on an atom: 0.086 hartree/bohr. Its charge is +1. As for the spin multiplicity: 2. As for the LUMO energy (spin up / spin down): -2.42 / -7.65 eV.

```
160
Properties=species:S:1:pos:R:3:forces:R:3:mulliken_spin:R:1
C -4.869 1.546 -7.579 0.789 0.271 -0.708 0.000
C -5.525 1.183 -6.316 -2.332 -0.218 2.309 0.000
C -4.523 0.538 -5.311 -0.599 1.368 -0.704 0.000
O -5.159 0.117 -4.116 0.053 -0.489 -1.141 0.000
C -4.222 -0.335 -3.208 1.121 -0.928 1.304 0.000
N -6.239 2.353 -5.680 1.366 -0.444 -1.217 0.000
H -4.499 0.633 -8.046 0.338 0.031 -0.031 0.000
H -4.039 2.201 -7.317 0.182 0.193 -0.527 0.000
H -5.519 2.007 -8.323 -0.113 0.215 0.342 0.000
H -6.385 0.566 -6.576 0.334 -0.944 0.292 0.000
H -3.807 1.291 -4.982 0.143 0.662 -0.225 0.000
H -3.876 -0.130 -5.879 -0.320 -1.180 0.479 0.000
H -4.696 -0.687 -2.292 -0.242 0.269 -0.117 0.000
H -3.418 0.346 -2.929 -0.384 1.134 0.065 0.000
H -3.573 -1.151 -3.529 -0.439 -0.734 -0.803 0.000
H -6.528 2.104 -4.745 0.074 -0.144 0.182 0.000
H -5.449 2.977 -5.602 -0.212 0.936 0.563 0.000
C 6.481 -1.660 -2.495 0.718 -0.689 -1.301 0.010
C 5.017 -1.754 -2.977 0.902 -0.765 2.809 0.012
C 4.597 -3.109 -3.654 -0.600 -0.052 -0.015 0.065
O 3.244 -3.113 -4.126 1.213 0.388 0.685 0.029
C 2.988 -2.380 -5.307 -0.708 0.212 -1.209 -0.001
N 4.230 -1.476 -1.745 -0.205 0.495 -4.367 0.795
H 6.890 -2.667 -2.419 -0.027 -0.153 0.060 0.006
H 6.686 -1.192 -1.532 -0.633 0.196 -0.082 -0.003
H 7.109 -1.165 -3.236 -0.086 0.081 -0.017 -0.005
H 4.788 -1.004 -3.735 -0.436 0.689 0.088 0.090
H 4.714 -3.903 -2.917 -0.401 0.005 0.135 -0.005
H 5.311 -3.370 -4.435 0.050 0.448 -0.276 -0.002
H 3.231 -1.317 -5.303 0.213 0.221 0.636 0.007
H 1.924 -2.431 -5.539 -0.098 -0.036 0.577 -0.001
H 3.421 -2.748 -6.237 0.708 -0.598 0.298 0.001
H 3.258 -1.513 -2.018 -1.088 -0.476 0.902 -0.033
H 4.489 -0.622 -1.272 0.346 0.282 1.186 0.005
C 2.191 4.675 -1.013 -0.804 0.393 -0.156 0.000
C 1.620 3.409 -1.087 1.355 -0.930 0.228 0.000
C 1.920 2.516 -2.140 -0.656 1.909 -0.767 -0.004
C 2.612 3.028 -3.283 -0.040 0.088 2.752 0.000
C 3.181 4.306 -3.132 0.156 0.211 -0.781 0.000
C 2.964 5.165 -2.038 -0.007 -1.310 -0.662 0.000
H 1.908 5.351 -0.219 0.110 -0.213 0.307 0.000
H 1.155 3.066 -0.174 -0.617 -0.220 -0.178 0.000
H 1.403 1.568 -2.155 0.204 -0.339 0.042 0.002
H 2.786 2.373 -4.124 0.094 0.274 -0.256 0.000
H 3.803 4.679 -3.933 0.030 0.053 -0.219 0.000
H 3.366 6.165 -1.967 0.184 -0.038 -0.298 0.000
C -0.297 4.061 2.350 -0.080 -0.530 -1.072 0.000
C -1.560 3.974 1.755 -0.456 0.477 0.505 0.000
C -2.103 5.044 1.061 0.405 0.890 -0.979 0.000
C -1.353 6.202 0.818 1.178 -1.138 1.317 0.000
C -0.048 6.211 1.354 -0.673 1.113 0.727 0.000
C 0.485 5.186 2.135 -0.736 -0.320 -0.685 0.000
H 0.123 3.170 2.795 -0.012 0.100 0.528 0.000
H -2.232 3.144 1.919 0.251 -0.439 0.096 0.000
H -3.081 5.007 0.606 -0.058 -0.244 0.380 0.000
H -1.754 7.085 0.342 -0.025 -0.101 -0.161 0.000
H 0.464 7.161 1.398 0.382 0.095 -0.581 0.000
H 1.503 5.219 2.496 -0.007 0.211 0.191 0.000
C 0.967 -6.894 -2.838 0.263 0.403 0.849 0.000
C 1.500 -5.748 -2.257 -0.505 0.373 0.016 0.000
C 1.480 -5.580 -0.863 -0.562 0.170 -0.390 -0.001
C 1.036 -6.611 -0.092 0.836 -1.691 0.605 0.000
C 0.770 -7.866 -0.663 -0.123 0.782 1.993 0.000
C 0.635 -7.964 -1.993 -0.683 -0.087 -2.320 0.000
H 0.765 -6.858 -3.898 0.139 -0.461 -0.078 0.000
H 1.775 -4.932 -2.910 0.110 0.178 -0.001 0.000
H 1.613 -4.660 -0.313 0.526 0.437 -0.518 0.001
H 1.043 -6.536 0.986 -0.168 0.169 0.116 0.000
H 0.575 -8.726 -0.041 -0.207 0.046 0.141 0.000
H 0.116 -8.835 -2.365 0.389 -0.245 -0.410 0.000
C -0.349 0.852 -4.867 -0.380 0.968 -0.593 0.000
C -1.079 1.616 -5.771 1.921 0.853 0.188 0.000
C -1.554 1.043 -6.914 -0.166 0.111 -0.523 0.000
C -1.492 -0.328 -7.056 -0.990 -0.667 -0.971 0.000
C -0.905 -1.141 -6.123 0.060 0.618 -0.153 0.000
C -0.278 -0.491 -5.083 -0.086 -1.711 1.885 0.001
H 0.198 1.387 -4.105 -0.161 -0.337 0.426 0.000
H -0.950 2.682 -5.650 -0.645 0.266 -0.144 0.000
H -1.923 1.647 -7.730 -0.284 0.006 0.108 0.000
H -2.035 -0.794 -7.865 0.178 0.032 -0.404 0.000
H -0.933 -2.217 -6.213 0.040 -0.030 0.071 0.000
H 0.040 -1.116 -4.261 0.780 -0.136 0.097 -0.001
C 0.412 -1.468 -0.703 -0.296 -0.641 -0.784 0.002
C -0.701 -0.679 -0.923 -0.013 0.444 0.545 0.000
C -0.941 0.385 -0.045 -0.798 -0.419 0.057 0.002
C -0.080 0.657 0.982 0.891 -0.945 0.437 -0.001
C 1.056 -0.163 1.145 -0.202 1.381 1.028 0.004
C 1.283 -1.247 0.351 0.300 0.516 -1.084 0.015
H 0.580 -2.311 -1.357 0.040 -0.211 -0.176 0.002
H -1.401 -0.902 -1.715 -0.008 -0.048 -0.081 0.000
H -1.883 0.911 0.012 -0.156 0.146 -0.730 0.000
H -0.364 1.410 1.702 0.317 0.036 0.005 0.000
H 1.773 0.084 1.913 -0.019 0.011 0.314 0.000
H 2.228 -1.768 0.387 -0.024 -0.447 0.396 -0.022
C 6.210 -0.058 0.906 1.063 -0.105 -0.263 0.006
C 7.009 0.902 0.286 -0.404 0.311 -0.536 -0.001
C 6.376 1.993 -0.291 -0.626 0.759 -0.808 0.002
C 4.984 2.165 -0.280 0.171 -0.356 0.749 0.012
C 4.228 1.258 0.429 0.173 -0.497 -0.008 -0.008
C 4.865 0.143 0.986 -1.698 -0.034 -0.028 0.017
H 6.644 -0.982 1.260 0.072 -0.013 0.245 0.000
H 8.071 0.762 0.145 0.097 0.029 0.243 0.000
H 6.847 2.780 -0.861 0.870 -0.208 0.123 0.000
H 4.475 2.996 -0.744 0.277 0.201 -0.173 0.005
H 3.159 1.385 0.523 -0.080 -0.064 -0.033 0.000
H 4.222 -0.616 1.408 0.063 -0.153 0.398 -0.007
C 2.724 -3.829 2.790 -0.840 0.319 -0.470 0.000
C 3.090 -5.080 3.159 1.221 -1.796 1.258 0.000
C 3.942 -5.266 4.273 -0.441 1.575 0.234 0.000
C 4.316 -4.120 4.998 0.024 -0.148 0.202 0.000
C 3.961 -2.835 4.595 -0.247 -0.420 -0.330 0.000
C 3.162 -2.724 3.485 0.133 0.860 -0.796 0.000
H 2.001 -3.721 1.995 0.071 0.186 -0.270 0.000
H 2.737 -5.948 2.621 -0.046 -0.051 -0.098 0.000
H 4.265 -6.218 4.669 -0.158 -0.211 -0.336 0.000
H 4.856 -4.184 5.931 0.278 -0.393 -0.021 0.000
H 4.252 -1.924 5.097 0.237 -0.169 0.312 0.000
H 2.933 -1.760 3.055 -0.291 0.309 0.322 0.000
C -3.742 -0.682 7.959 2.131 -0.532 -0.435 0.000
C -2.531 -0.751 7.226 -0.325 -0.268 0.120 0.000
C -2.369 -0.103 6.022 -0.470 -0.115 -0.558 0.000
C -3.468 0.532 5.502 -0.316 0.776 0.682 0.000
C -4.618 0.691 6.275 -0.665 1.316 -1.444 0.000
C -4.780 0.095 7.487 0.493 -1.076 0.930 0.000
N -3.335 1.098 4.150 -0.009 -0.597 -1.247 0.000
O -4.102 1.929 3.741 -0.819 0.833 0.723 0.000
O -2.487 0.614 3.408 0.465 -0.158 0.725 0.000
H -3.744 -1.243 8.882 -0.465 0.052 0.118 0.000
H -1.698 -1.403 7.446 -0.159 0.087 0.924 0.000
H -1.477 -0.106 5.413 0.185 -0.325 0.191 0.000
H -5.417 1.353 5.976 0.001 -0.084 -0.642 0.000
H -5.697 0.131 8.057 -0.088 0.373 -0.137 0.000
C 0.224 -3.105 8.069 0.459 0.662 -0.666 0.000
C 0.000 -2.992 6.688 0.273 0.476 1.009 0.000
C 0.573 -1.944 5.969 0.401 1.699 0.696 0.000
C 1.309 -0.897 6.644 -0.610 -2.974 1.816 0.000
C 1.547 -1.069 8.063 -0.014 0.507 -1.799 0.000
C 1.018 -2.162 8.736 -0.474 -0.811 -0.704 0.000
N 1.702 0.322 5.925 -1.667 0.786 0.464 0.000
O 1.290 0.406 4.776 0.771 -0.139 -0.089 0.000
O 2.157 1.264 6.558 0.387 -0.962 -0.325 0.000
H -0.218 -3.915 8.630 -0.064 -0.055 -0.008 0.000
H -0.743 -3.647 6.257 0.310 -0.153 -0.460 0.000
H 0.333 -1.822 4.923 0.149 0.012 -0.083 -0.001
H 2.148 -0.356 8.608 -0.046 0.210 -0.128 0.000
H 1.173 -2.371 9.784 0.282 0.547 0.122 0.000
C -7.586 5.113 0.545 -1.053 0.275 0.917 0.000
C -6.332 5.223 0.010 2.505 -0.464 0.348 0.000
C -5.425 4.162 0.043 -1.776 -2.332 -0.581 0.000
C -5.932 2.909 0.478 -0.543 1.682 -0.651 0.000
C -7.241 2.796 0.977 0.480 0.101 0.952 0.000
C -8.069 3.910 1.077 1.474 0.361 -0.559 0.000
N -5.149 1.685 0.319 -1.386 -0.986 2.300 0.000
O -4.443 1.538 -0.635 0.925 0.223 -0.800 0.000
O -5.351 0.834 1.194 0.483 0.539 -0.978 0.000
H -8.175 6.002 0.718 -0.135 0.139 -0.349 0.000
H -5.774 6.098 -0.289 -1.066 0.808 -0.171 0.000
H -4.470 4.215 -0.457 0.040 0.004 0.212 0.000
H -7.538 1.902 1.504 0.049 -0.333 -0.423 0.000
H -8.979 3.890 1.658 -0.150 -0.147 -0.289 0.000
```
Positions in Å, forces in eV/Å.